The following is a quantum chemistry calculation of C13H27CeN8O6S2 as an isolated structure at a distorted geometry, from the Open Molecules 2025 dataset.

Cartesian coordinates (Å):
Ce -0.0841 -0.2364 0.5298
C -1.8171 0.6153 -2.3349
C -0.7766 1.7412 -2.2182
O 0.3403 1.2183 -1.4870
C 1.4064 2.1459 -1.2681
C 1.2016 2.9708 0.0124
O 0.8664 2.0502 1.0580
C 0.0893 2.6185 2.1180
C -1.3608 2.8922 1.6637
O -1.6799 1.8671 0.7269
C -3.0339 1.8637 0.2811
C -3.2669 0.4975 -0.3931
O -2.1056 0.0074 -1.0758
H -1.4123 -0.1887 -2.9610
H -2.7317 0.9968 -2.8013
H -1.2015 2.6077 -1.7016
H -0.4579 2.0475 -3.2232
H 1.5282 2.8126 -2.1276
H 2.3087 1.5326 -1.1610
H 0.4000 3.6999 -0.1349
H 2.1253 3.5078 0.2690
H 0.5553 3.5357 2.4969
H 0.0960 1.8544 2.9063
H -1.4561 3.8799 1.1881
H -2.0368 2.8552 2.5272
H -3.2082 2.7017 -0.4125
H -3.7244 1.9662 1.1288
H -4.1225 0.5439 -1.0748
H -3.4591 -0.2478 0.3881
N 1.5919 -1.2814 -2.1457
N 2.9120 -1.4998 -1.7146
C 3.1962 -1.4439 -0.4025
N 4.3719 -1.8468 0.0423
N 2.2250 -0.8846 0.3456
N 2.2488 -0.9772 1.6528
O 1.2911 -0.4484 2.2267
O 3.1215 -1.5496 2.2549
H 1.1140 -2.1728 -2.3035
H 1.6020 -0.7592 -3.0200
H 3.5963 -1.9023 -2.3502
H 5.0511 -2.2819 -0.5655
H 4.5332 -1.8656 1.0493
S -0.3394 -3.0466 0.0552
C -1.3408 -3.6073 1.3053
N -1.1644 -3.3938 2.6084
C -2.2459 -3.9668 3.4003
C -3.0430 -4.7677 2.3500
N -2.3844 -4.4033 1.1053
H -0.5188 -2.7247 3.0073
H -2.8416 -3.1700 3.8583
H -1.8335 -4.5994 4.1899
H -4.0981 -4.4849 2.3285
H -2.9703 -5.8444 2.5179
H -2.6377 -4.7791 0.2061
S -2.2677 0.0547 4.7276
C -1.8958 -0.3236 3.2461
N -1.6483 -0.6341 2.1214

Its LUMO energy (alpha / beta) is -6.368 / -6.358 eV. The calculation puts the energy above the lowest of the compared OMol25 structures with the same formula, charge and spin at 0.7900 eV. Its HOMO energy (alpha / beta) is -0.4943 / -0.4945 Ha. The value obtained for the calculated total energy is -72710.042 eV. As for the total charge: +2. Its spin multiplicity is 2.